Below is a structure of composition C24H22F12NO2ReSe2, with properties calculated with ωB97M-V/def2-TZVPD.

HOMO energy (spin up / spin down): -20.9 / -20.6 eV
Net charge: +4
Maximum force: 0.583 eV/A
LUMO energy (spin up / spin down): -14.81 / -15.10 eV

XYZ file:
```
64
Properties=species:S:1:pos:R:3:forces:R:3:lowdin_charge:R:1
Re -0.603 -0.274 0.360 0.203 -0.303 0.455 1.396
C 5.448 -3.687 2.094 -0.091 0.024 -0.047 0.027
C 4.281 -3.091 1.411 0.045 0.033 0.102 -0.130
C 3.640 -3.762 0.350 0.002 0.040 0.031 0.049
C 2.604 -3.172 -0.314 -0.078 0.020 -0.007 0.039
C 2.118 -1.875 0.049 0.073 -0.122 0.056 -0.181
N 1.128 -1.279 -0.701 -0.194 -0.090 -0.366 0.055
C 1.223 -1.390 -2.054 0.085 0.124 0.160 -0.123
C 2.523 -1.669 -2.629 -0.032 -0.007 -0.029 0.055
C 2.698 -1.960 -3.945 -0.025 0.001 0.047 0.058
C 1.592 -1.950 -4.821 -0.030 -0.027 -0.180 -0.113
C 1.743 -2.291 -6.246 -0.017 0.026 0.143 0.036
C 0.332 -1.501 -4.302 0.024 -0.011 -0.106 0.105
C 0.135 -1.181 -2.995 0.127 -0.002 0.020 -0.032
C -1.175 -0.517 -2.646 -0.046 0.037 0.481 -0.167
O -1.341 -0.490 -1.217 -0.247 0.286 -0.261 -0.274
C -2.462 -1.234 -3.194 0.005 0.052 -0.169 -0.575
F -2.280 -2.545 -3.175 0.033 -0.059 0.052 0.220
F -3.494 -0.932 -2.415 -0.009 0.051 -0.003 0.203
F -2.688 -0.821 -4.427 -0.016 -0.069 0.043 0.236
C -1.140 1.010 -3.015 0.100 0.021 -0.122 -0.563
F -0.218 1.581 -2.204 0.035 -0.033 0.043 0.156
F -0.785 1.192 -4.261 -0.044 -0.037 0.035 0.255
F -2.309 1.570 -2.767 -0.030 0.004 0.031 0.225
C 2.691 -1.240 1.206 -0.006 -0.008 -0.135 -0.050
C 3.755 -1.825 1.827 0.131 -0.129 0.033 0.117
C 2.149 0.103 1.623 -0.359 -0.150 -0.180 -0.143
O 0.708 -0.050 1.521 0.024 0.357 0.103 -0.314
C 2.552 1.297 0.650 0.055 0.018 0.089 -0.540
F 1.448 1.994 0.320 -0.060 -0.060 0.037 0.152
F 3.059 0.814 -0.484 0.025 -0.102 -0.030 0.196
F 3.424 2.083 1.215 -0.016 0.041 0.052 0.266
C 2.325 0.474 3.129 0.168 0.094 -0.047 -0.585
F 1.841 -0.535 3.856 -0.057 -0.052 0.056 0.199
F 3.589 0.671 3.430 -0.020 0.004 0.022 0.236
F 1.610 1.563 3.374 0.019 0.008 0.000 0.219
H 5.209 -4.701 2.432 0.009 -0.011 0.003 0.132
H 5.809 -3.097 2.932 -0.015 0.015 0.000 0.108
H 6.261 -3.815 1.367 0.015 -0.005 0.010 0.137
H 3.964 -4.758 0.074 0.015 0.004 -0.002 0.156
H 2.077 -3.720 -1.086 0.001 0.032 -0.016 0.149
H 3.392 -1.573 -1.992 -0.011 0.010 0.013 0.142
H 3.689 -2.156 -4.335 0.002 0.005 -0.001 0.159
H 2.161 -3.303 -6.337 0.007 -0.008 -0.011 0.139
H 2.503 -1.641 -6.700 0.005 0.005 -0.010 0.142
H 0.820 -2.222 -6.814 -0.009 0.002 0.008 0.111
H -0.475 -1.389 -5.017 0.004 0.003 0.006 0.153
H 4.249 -1.335 2.657 0.010 0.012 -0.031 0.148
C -1.254 -2.386 3.127 0.057 -0.004 0.077 -0.247
Se -2.107 -2.018 1.415 0.253 0.164 -0.202 1.128
C -3.631 -0.908 1.961 -0.123 -0.036 0.065 -0.430
C -3.236 0.334 2.711 -0.053 0.004 0.064 -0.439
Se -1.962 1.448 1.732 0.137 -0.177 -0.310 1.092
C -3.138 2.352 0.465 -0.050 0.037 -0.093 -0.252
H -2.012 -2.916 3.705 0.004 -0.010 0.000 0.077
H -0.938 -1.474 3.625 -0.006 0.004 -0.001 0.045
H -0.415 -3.046 2.919 0.003 0.000 0.012 0.056
H -4.260 -1.571 2.564 0.021 -0.017 -0.002 0.117
H -4.159 -0.706 1.029 -0.024 0.009 0.011 0.089
H -2.765 0.136 3.673 -0.037 -0.035 0.014 0.087
H -4.107 0.966 2.898 0.005 0.010 -0.016 0.116
H -3.747 3.015 1.079 -0.005 0.014 -0.012 0.070
H -3.750 1.647 -0.090 0.010 -0.014 0.012 0.052
H -2.500 2.939 -0.192 -0.003 0.007 0.007 0.053
```
Forces are in eV/Å.



Below is a structure of composition C24H22IIrN10O7P2S, with properties calculated with ωB97M-V/def2-TZVPD.

HOMO energy (spin up / spin down): -10.3 / -11.1 eV
Net charge: +1
Maximum force: 0.463 eV/A
2S+1: 6
LUMO energy (spin up / spin down): -4.14 / -5.38 eV
Energy relative to the best compared isomer or geometry (same formula, charge and spin): 48.0 kcal/mol

XYZ file:
```
68
Properties=species:S:1:pos:R:3:forces:R:3:lowdin_charge:R:1
Ir -0.531 -0.701 0.550 0.175 0.103 0.416 1.164
N -3.906 -0.020 3.475 -0.007 -0.031 0.008 0.049
C -3.388 0.279 2.282 0.014 -0.015 0.005 -0.136
N -2.349 -0.502 2.068 -0.143 0.075 -0.003 -0.035
C -2.275 -1.266 3.189 0.027 -0.009 -0.075 -0.316
N -3.211 -1.006 4.071 0.003 0.015 0.028 0.152
C -1.216 -2.266 3.306 -0.053 0.057 -0.004 -0.197
C -1.142 -3.144 4.371 0.024 -0.058 0.030 -0.055
N -0.180 -4.058 4.457 -0.021 0.045 -0.027 0.110
C 0.697 -4.075 3.465 0.001 -0.013 -0.006 -0.065
C 0.637 -3.194 2.384 0.159 -0.099 -0.027 -0.063
N -0.323 -2.282 2.303 -0.092 -0.078 0.130 0.037
H -4.701 0.388 3.940 -0.002 -0.002 -0.002 0.168
H -3.771 1.038 1.621 0.000 0.004 0.002 0.141
H -1.879 -3.103 5.164 0.001 0.001 0.000 0.123
H 1.490 -4.810 3.507 0.002 0.001 0.006 0.125
H 1.392 -3.246 1.611 -0.022 0.110 -0.089 0.072
O 0.234 -3.025 -3.368 -0.113 0.005 -0.077 -0.056
P 1.004 -3.499 -1.679 0.112 0.039 0.090 0.379
O 1.564 -4.760 -2.132 -0.036 0.038 -0.021 -0.206
O -0.101 -3.260 -0.717 0.108 -0.026 -0.150 -0.293
O 1.972 -2.233 -1.708 -0.107 -0.064 -0.007 -0.256
P 2.670 -1.761 -0.278 -0.013 -0.200 0.323 0.214
O 3.888 -0.903 -0.820 0.064 0.065 -0.067 -0.081
O 3.082 -2.984 0.424 -0.065 0.106 -0.017 -0.257
O 1.695 -0.797 0.383 0.001 -0.061 -0.172 -0.433
H 0.682 -3.531 -4.063 -0.005 -0.003 0.004 0.152
H 3.690 0.040 -0.837 0.006 -0.004 0.006 0.079
S -0.123 1.533 1.591 0.071 -0.037 -0.190 0.730
C 0.715 2.222 0.293 -0.020 -0.043 0.117 -0.748
N 1.496 3.309 0.368 0.019 0.029 -0.101 0.086
N 1.717 3.796 1.530 -0.025 0.025 0.036 0.040
C 2.464 4.968 1.734 -0.003 -0.033 0.010 -0.215
C 2.952 5.706 0.661 -0.003 -0.008 -0.044 -0.010
C 3.678 6.853 0.923 0.005 0.007 0.010 -0.059
C 3.912 7.258 2.233 -0.002 -0.012 -0.007 -0.060
C 3.419 6.511 3.294 0.000 -0.001 0.002 -0.062
C 2.692 5.359 3.049 -0.015 -0.006 0.028 -0.014
N 0.682 1.746 -1.015 0.082 0.004 0.047 0.061
N 0.046 0.687 -1.185 -0.094 0.084 -0.301 -0.069
C 0.051 0.168 -2.512 -0.107 -0.029 0.106 -0.210
C -0.835 -1.023 -2.623 0.090 -0.082 0.054 -0.177
C -0.603 -1.884 -3.850 0.063 -0.029 0.007 -0.184
C 0.083 -1.204 -4.989 0.008 0.042 0.038 -0.006
C 0.732 -0.050 -4.816 -0.028 -0.011 0.025 -0.025
C 0.802 0.614 -3.519 0.048 0.052 -0.039 0.028
H 1.335 3.310 2.347 0.004 0.020 0.005 0.099
H 2.759 5.378 -0.350 0.002 0.009 0.001 0.111
H 4.064 7.437 0.100 0.000 0.000 -0.001 0.113
H 4.479 8.158 2.425 0.002 0.001 -0.001 0.112
H 3.601 6.823 4.312 0.001 -0.001 0.000 0.114
H 2.305 4.765 3.869 0.004 0.006 0.004 0.119
H -0.520 -1.671 -1.808 0.025 -0.004 -0.012 0.066
H -1.525 -2.363 -4.175 -0.010 0.016 -0.007 0.146
H 0.036 -1.676 -5.963 0.009 0.004 -0.007 0.121
H 1.232 0.416 -5.654 0.013 -0.001 0.005 0.118
H 1.465 1.456 -3.376 -0.010 0.003 -0.023 0.120
I -5.361 -4.163 -0.580 0.017 0.005 -0.009 0.997
C -4.130 -2.689 -1.301 -0.024 -0.009 -0.008 -0.708
C -4.224 -2.223 -2.634 0.069 -0.004 0.055 -0.130
C -3.357 -1.276 -3.055 -0.070 -0.014 -0.025 -0.014
C -2.301 -0.714 -2.169 -0.020 0.098 -0.006 -0.238
N -2.351 -1.164 -0.775 -0.168 -0.097 -0.041 -0.035
C -3.171 -2.104 -0.431 -0.010 -0.010 -0.049 -0.221
H -4.983 -2.618 -3.296 -0.008 0.001 0.006 0.108
H -3.420 -0.882 -4.062 -0.004 0.012 0.005 0.131
H -2.425 0.376 -2.152 0.060 0.003 -0.015 0.159
H -3.111 -2.462 0.590 0.011 0.012 0.020 0.090
```
Forces are in eV/Å.



Below is an isolated molecule of C24H22N6O3S in a non-equilibrium geometry, with properties calculated with ωB97M-V/def2-TZVPD.

HOMO energy: -7.7 eV
Maximum force: 1.345 eV/A
SMILES: CCOc1ccc(-n2c(SCC(=O)Nc3cc(C)on3)nnc2-c2c[nH]c3ccccc23)cc1
LUMO energy: 0.42 eV
Energy relative to the best compared isomer or geometry (same formula, charge and spin): 66.3 kcal/mol

XYZ file:
```
56
Properties=species:S:1:pos:R:3:forces:R:3:lowdin_charge:R:1
C -5.501 -4.543 0.457 -0.017 0.413 0.068 -0.061
C -5.844 -3.242 1.175 -0.077 -0.465 0.152 -0.243
O -5.558 -2.097 0.393 0.124 0.253 -0.191 -0.046
C -4.275 -1.691 0.225 0.127 0.146 -0.059 -0.264
C -4.096 -0.638 -0.678 -0.094 -0.104 0.099 0.015
C -2.843 -0.126 -0.925 0.089 -0.186 0.031 -0.010
C -1.738 -0.651 -0.260 -0.572 -0.272 0.145 -0.249
N -0.452 -0.151 -0.533 0.909 0.241 -0.230 0.052
C 0.609 -0.865 -1.018 0.064 0.026 -0.124 -0.594
S 0.578 -2.588 -1.264 -0.069 -0.448 -0.125 0.992
C 2.072 -2.721 -2.288 -0.282 0.289 0.000 -0.352
C 3.338 -2.130 -1.676 -0.177 -0.315 -0.050 -0.557
O 4.217 -1.700 -2.379 0.220 0.085 -0.146 0.084
N 3.404 -2.241 -0.322 -0.095 -0.329 0.491 0.129
C 4.382 -1.695 0.477 0.706 0.345 0.580 -0.303
C 5.548 -0.980 0.100 0.174 0.100 0.507 0.062
C 6.136 -0.683 1.294 -0.338 -0.204 -0.683 -0.314
C 7.377 0.053 1.636 -0.196 -0.081 0.196 -0.003
O 5.390 -1.181 2.297 0.753 0.469 0.045 -0.005
N 4.301 -1.808 1.783 -1.032 -0.594 -0.534 0.097
N 1.623 -0.086 -1.271 -0.005 -1.065 -0.231 0.049
N 1.260 1.160 -0.952 -0.379 1.264 0.261 0.099
C 0.027 1.145 -0.510 0.157 -0.465 -0.009 -0.224
C -0.685 2.295 -0.036 -0.509 0.284 0.326 -0.098
C -1.815 2.350 0.742 0.270 -0.260 -0.114 -0.034
N -2.149 3.650 0.979 -0.322 0.078 0.228 0.090
C -1.243 4.471 0.366 0.518 0.077 -0.322 -0.210
C -1.166 5.857 0.319 -0.045 0.089 0.025 -0.027
C -0.118 6.410 -0.387 -0.127 0.080 0.090 -0.099
C 0.829 5.609 -1.031 0.139 -0.031 -0.110 -0.092
C 0.758 4.234 -0.991 0.046 0.121 -0.039 -0.017
C -0.293 3.654 -0.284 -0.341 0.150 0.191 -0.117
C -1.905 -1.693 0.638 0.092 0.352 -0.181 -0.026
C -3.164 -2.213 0.880 -0.352 -0.181 0.074 -0.006
H -6.039 -4.596 -0.485 -0.047 -0.039 -0.072 0.081
H -4.436 -4.605 0.247 0.072 -0.074 -0.015 0.067
H -5.788 -5.389 1.077 -0.012 -0.115 0.056 0.079
H -6.922 -3.185 1.346 0.179 -0.002 0.064 0.124
H -5.338 -3.183 2.146 -0.081 0.058 -0.072 0.116
H -4.964 -0.244 -1.182 -0.105 0.044 -0.067 0.123
H -2.710 0.680 -1.631 0.017 0.062 -0.061 0.130
H 1.890 -2.229 -3.243 0.159 -0.030 0.089 0.092
H 2.215 -3.791 -2.456 -0.009 0.039 0.011 0.089
H 2.616 -2.630 0.180 0.020 0.087 -0.177 0.110
H 5.857 -0.739 -0.893 0.135 0.083 -0.171 0.106
H 7.132 0.970 2.170 0.043 0.072 0.012 0.088
H 7.917 0.301 0.728 0.037 0.015 -0.025 0.086
H 8.007 -0.555 2.283 0.091 -0.005 0.006 0.087
H -2.400 1.552 1.158 -0.086 -0.078 0.053 0.123
H -2.933 3.954 1.532 0.099 -0.058 -0.072 0.159
H -1.897 6.475 0.819 -0.053 0.088 0.037 0.105
H -0.026 7.484 -0.444 -0.005 0.084 0.009 0.098
H 1.634 6.086 -1.570 0.075 0.022 -0.050 0.098
H 1.486 3.604 -1.475 0.084 -0.013 -0.045 0.097
H -1.048 -2.101 1.152 0.093 -0.013 0.081 0.114
H -3.257 -3.023 1.586 -0.060 -0.089 0.047 0.109
```
Forces are in eV/Å.



Below is a cluster of 2 separate species, C24H22O in total in a non-equilibrium geometry, with properties calculated with ωB97M-V/def2-TZVPD.

HOMO energy: -5.6 eV
Maximum force: 1.492 eV/A
LUMO energy: -2.21 eV
Energy relative to the best compared isomer or geometry (same formula, charge and spin): 0.8 kcal/mol

XYZ file:
```
47
Properties=species:S:1:pos:R:3:forces:R:3:lowdin_charge:R:1
C -3.103 3.636 -4.462 -0.119 -0.547 0.075 -0.056
O -3.294 2.216 -4.243 0.506 0.339 0.206 -0.076
C -2.329 1.532 -3.576 0.407 -0.062 0.489 -0.253
C -2.546 0.147 -3.338 -0.110 0.684 -0.278 0.004
C -1.627 -0.578 -2.622 0.479 0.191 0.274 -0.016
C -0.410 0.008 -2.133 -0.430 0.453 -0.813 -0.215
C 0.435 -0.763 -1.302 -0.592 -0.158 0.649 0.043
C 1.603 -0.392 -0.584 0.732 0.127 0.774 -0.214
C 2.383 -1.440 0.002 -0.260 0.212 -0.269 -0.014
C 3.568 -1.183 0.666 -0.069 0.112 -0.050 -0.040
C 4.061 0.127 0.771 -0.269 -0.299 -0.264 -0.272
C 5.355 0.399 1.473 0.254 0.162 0.046 -0.054
C 3.303 1.170 0.224 -0.128 -0.103 0.181 -0.037
C 2.060 0.940 -0.351 0.093 -0.347 -0.206 -0.021
C -0.151 1.353 -2.523 -0.248 -0.272 0.340 -0.014
C -1.129 2.128 -3.116 -0.672 -0.068 -0.614 -0.008
H -3.981 3.933 -5.034 0.163 0.053 0.096 0.092
H -3.069 4.189 -3.512 -0.029 -0.229 -0.210 0.099
H -2.191 3.844 -5.042 -0.249 -0.187 0.141 0.095
H -3.462 -0.304 -3.718 0.246 0.099 0.130 0.123
H -1.822 -1.628 -2.397 0.019 0.300 -0.013 0.123
H 0.147 -1.811 -1.213 0.128 0.121 -0.011 0.120
H 2.021 -2.465 -0.103 0.146 0.279 0.056 0.119
H 4.141 -2.005 1.103 -0.215 0.215 -0.115 0.120
H 5.604 1.460 1.400 0.062 -0.085 0.054 0.074
H 5.303 0.140 2.537 -0.053 0.004 -0.186 0.089
H 6.182 -0.173 1.037 -0.144 0.047 0.053 0.086
H 3.709 2.182 0.275 -0.315 -0.195 0.148 0.114
H 1.426 1.789 -0.597 0.295 -0.246 -0.015 0.097
H 0.827 1.797 -2.367 -0.306 -0.092 0.117 0.100
H -0.985 3.201 -3.259 0.209 -0.458 -0.108 0.105
C -3.197 -1.498 1.982 0.013 0.900 -1.086 -0.050
C -2.794 -0.480 1.075 -0.183 -1.001 1.092 -0.110
C -1.460 -0.109 1.382 0.368 -0.063 -0.829 -0.062
C -0.995 -0.916 2.464 -0.638 -0.839 0.589 -0.208
C -2.103 -1.793 2.853 1.221 0.580 0.110 -0.212
C -1.941 -2.683 3.920 0.068 0.292 -0.328 -0.047
C -0.709 -2.722 4.584 0.286 0.188 -0.071 -0.111
C 0.362 -1.885 4.197 -0.225 -0.254 0.073 -0.110
C 0.228 -0.981 3.139 -0.311 -0.022 -0.210 -0.050
H -4.169 -1.984 2.033 0.201 0.170 -0.127 0.093
H -3.398 -0.054 0.283 0.039 -0.043 0.149 0.082
H -0.867 0.666 0.902 -0.249 -0.077 0.081 0.084
H -2.774 -3.325 4.217 0.324 0.120 0.011 0.106
H -0.568 -3.414 5.418 -0.032 0.229 -0.248 0.090
H 1.310 -1.943 4.736 -0.286 -0.021 -0.131 0.090
H 1.045 -0.327 2.819 -0.126 -0.210 0.249 0.101
```
Forces are in eV/Å.